No. 1
A structure of composition C2H11N5O at a distorted geometry, computed with the ωB97M-V functional and the def2-TZVPD basis.

```
19
Properties=species:S:1:pos:R:3:forces:R:3:nbo_charge:R:1
C 1.3508 1.4752 0.8613 0.192 -0.349 -0.217 -0.4283
N 0.3808 0.4350 0.5989 -0.907 -0.773 -1.107 -0.4325
C 0.5064 -0.4304 -0.8674 2.450 1.223 1.695 0.8165
N -0.0099 -0.3458 1.7193 0.265 0.058 -0.205 -0.6812
N 0.4375 -1.7959 -0.6154 -1.168 0.828 -0.209 -0.9039
O 1.2737 0.0751 -1.6724 -0.377 -0.304 0.172 -0.7091
H 0.8137 -0.6213 2.2581 -0.012 0.025 -0.051 0.3299
H -0.5884 0.2121 2.3446 0.036 -0.042 -0.211 0.3511
H 0.0753 -2.0538 0.2926 0.319 -0.074 -0.089 0.4109
H 1.1806 -2.3192 -1.0514 -0.212 0.015 0.083 0.4122
H 2.2453 1.0937 1.3725 0.084 0.031 -0.081 0.1667
H 1.6294 1.9075 -0.0991 0.167 0.013 0.061 0.2365
H 0.9080 2.2583 1.4874 -0.014 -0.095 -0.059 0.1850
N -1.2085 0.4134 -1.3617 1.004 -0.558 0.830 -0.6342
N -2.3447 -0.4354 -1.1466 -0.008 0.837 0.767 -0.6509
H -2.7861 -0.1400 -0.2788 -0.157 0.091 -0.216 0.3431
H -1.1374 0.6416 -2.3507 0.138 0.253 0.533 0.3871
H -0.7072 1.0084 -0.5445 -2.160 -1.178 -1.509 0.4519
H -2.0191 -1.3787 -0.9466 0.361 -0.001 -0.187 0.3492
```
Forces are in eV/Å.

As for the energy above the lowest of the compared OMol25 structures with the same formula, charge and spin: 105.21 kJ/mol. The total energy is -11747.01153 eV. The calculation puts the HOMO-LUMO gap at 0.34801 hartree.

---

No. 2
An isolated molecule of C3H3N3O2 at a distorted geometry, computed with the ωB97M-V functional and the def2-TZVPD basis.

```
11
Properties=species:S:1:pos:R:3:forces:R:3:nbo_charge:R:1
O -2.5547 -0.2468 -0.1023 1.071 1.712 -0.385 -0.6026
C -1.5852 0.5463 -0.0915 -7.044 -1.518 1.280 0.5111
N -0.4257 0.0877 0.0709 5.131 -2.617 1.395 -0.3365
N 0.0031 -1.2630 0.4631 -6.011 0.417 -1.517 -0.2332
N 1.2174 -1.2992 0.0022 1.106 -4.586 0.269 -0.1803
C 1.7817 -0.2057 -0.1853 0.647 2.950 -1.896 -0.0922
C 0.6804 0.8787 -0.0169 2.254 2.857 1.727 0.6016
O 0.6550 2.1018 0.2629 0.545 -3.225 -1.599 -0.5564
H -1.5879 1.6071 0.0755 -0.631 1.006 -0.851 0.1801
H -0.9773 -1.9956 0.2268 4.352 2.481 0.303 0.4657
H 2.7934 -0.2114 -0.7053 -1.421 0.522 1.273 0.2427
```
Forces are in eV/Å.

As for the energy above the lowest of the compared OMol25 structures with the same formula, charge and spin: 491.43 kJ/mol. The total energy is -11720.86375 eV. As for the structure (SMILES): O=Cn1[nH]ncc1=O. The calculation puts the HOMO-LUMO gap at 0.35414 hartree.

---

No. 3
A cluster of 7 separate species, C34H71N2O6 in total at a distorted geometry, computed with the ωB97M-V functional and the def2-TZVPD basis.

```
113
Properties=species:S:1:pos:R:3:forces:R:3:mulliken_charge:R:1
C 6.0099 -1.5413 0.5315 0.428 0.209 -0.271 -1.0621
C 6.3539 -0.0492 0.6130 -0.490 0.017 0.328 -0.8695
C 5.1582 0.9111 0.7128 0.254 0.270 -0.170 -0.2742
C 4.6560 1.4578 -0.6319 0.345 -0.431 0.230 -0.4446
C 4.2635 0.4467 -1.7180 -0.425 0.525 -0.193 -1.0710
C 2.8022 -0.0263 -1.7765 0.439 -0.228 0.446 0.3403
C 1.7910 1.0511 -2.1304 0.120 -0.670 -0.559 -1.4226
N 1.3751 1.9352 -0.9904 -0.180 0.382 -0.383 0.0060
C 1.3673 1.2557 0.3456 -0.827 -0.015 0.884 -0.5743
C 1.1863 -0.2274 0.1942 0.894 -0.207 -0.245 -0.4336
C 2.3711 -0.8620 -0.5548 -0.741 -0.301 -0.129 0.7728
N 1.9462 -2.2171 -0.9504 0.362 -0.211 0.047 -0.4064
H 5.9862 -1.9013 -0.4937 -0.183 -0.086 -0.110 0.2895
H 6.7827 -2.1138 1.0348 0.030 -0.177 0.068 0.4123
H 5.0624 -1.7655 1.0104 -0.152 -0.051 0.116 0.2113
H 6.9789 0.2728 -0.2178 0.160 -0.107 -0.109 0.3113
H 6.9403 0.0979 1.5151 0.167 0.048 0.085 0.4398
H 5.5047 1.7784 1.2738 -0.055 0.154 0.086 0.4176
H 4.3665 0.4810 1.3227 -0.174 -0.221 0.029 0.1969
H 3.8717 2.1883 -0.4326 -0.154 0.140 -0.100 -0.1208
H 5.4846 2.0343 -1.0362 0.076 0.169 -0.086 0.5853
H 4.4879 0.9191 -2.6745 -0.056 0.014 -0.176 0.1529
H 4.9033 -0.4260 -1.6719 0.134 -0.202 0.140 0.2838
H 2.7491 -0.7105 -2.6209 -0.015 0.042 -0.296 0.8989
H 0.8908 0.5541 -2.4769 -0.250 0.007 0.102 0.3003
H 2.1611 1.6352 -2.9683 0.061 0.473 0.135 0.4965
H 1.9243 2.7961 -0.9870 0.128 -0.142 0.172 0.5340
H 0.4158 2.2299 -1.1790 0.090 0.043 -0.017 0.4598
H 2.2372 1.5248 0.9293 0.446 0.035 -0.275 -0.4869
H 0.5161 1.6485 0.8965 -0.062 0.178 0.020 0.9206
H 1.1362 -0.6494 1.1920 -0.262 -0.028 0.082 0.3376
H 0.2607 -0.4725 -0.3219 -0.145 0.000 0.018 -0.5146
H 3.1982 -0.9383 0.1388 0.323 0.190 0.096 -0.3307
H 2.2837 -2.8839 -0.2607 -0.277 0.003 -0.038 0.2956
H 2.3678 -2.5179 -1.8236 0.047 0.156 0.045 0.2878
C -2.8061 -1.6907 2.8361 -0.033 0.119 0.114 -0.3484
C -3.2463 -0.7386 1.7279 0.064 -0.102 -0.154 -0.3973
C -2.2264 0.3817 1.8634 -0.030 0.019 0.134 -0.3544
O -1.0163 -0.2251 2.3373 -0.041 0.081 -0.040 -0.3498
C -1.2924 -1.5662 2.7697 0.015 -0.083 -0.097 -0.5080
H -3.1502 -2.7133 2.6965 -0.003 -0.009 -0.002 0.3761
H -3.1727 -1.3419 3.8027 -0.012 -0.067 0.009 0.0954
H -3.1507 -1.2225 0.7521 -0.035 0.043 -0.003 -0.0314
H -4.2710 -0.3881 1.8331 -0.002 0.009 0.029 0.4148
H -2.5482 1.1314 2.5929 -0.027 0.016 -0.035 0.3276
H -2.0261 0.8862 0.9136 0.040 0.000 -0.017 0.2255
H -0.8675 -2.2620 2.0354 -0.004 -0.025 0.015 0.2242
H -0.8070 -1.7375 3.7308 0.032 0.056 -0.001 0.3777
C 3.6665 4.5926 -6.2366 0.090 -0.005 -0.052 -0.5919
C 3.0565 3.2669 -6.6810 -0.102 0.003 0.056 -0.6027
C 3.8011 2.2754 -5.7998 0.127 0.002 -0.030 -0.2829
O 4.0945 2.9630 -4.5735 -0.192 -0.044 0.054 -0.3178
C 3.8486 4.3668 -4.7443 -0.038 -0.003 0.057 -0.4154
H 3.0448 5.4580 -6.4575 -0.016 -0.005 0.003 0.3375
H 4.6362 4.7382 -6.7159 -0.003 0.012 0.010 0.2649
H 1.9875 3.2487 -6.4550 0.005 -0.004 -0.013 0.2532
H 3.1818 3.0611 -7.7419 0.016 0.000 -0.004 0.3600
H 4.7446 1.9661 -6.2586 -0.020 -0.023 -0.020 0.3046
H 3.2168 1.3804 -5.5766 0.017 -0.011 0.038 0.2122
H 2.9401 4.6331 -4.1904 0.002 0.048 -0.022 0.2421
H 4.6845 4.9275 -4.3269 0.018 -0.045 0.035 0.2781
C 3.7917 4.8539 3.8811 -0.056 -0.032 0.086 -0.7399
C 3.6257 3.9071 2.6964 0.071 0.001 -0.112 -0.2127
C 2.1430 4.0698 2.3875 -0.083 0.009 0.147 0.1503
O 1.7942 5.3994 2.7397 0.042 -0.023 -0.042 -0.4511
C 2.8569 5.9929 3.4985 0.069 0.062 -0.069 -0.5056
H 4.8166 5.1844 4.0372 0.009 0.004 -0.022 0.3691
H 3.4453 4.3719 4.7974 0.006 0.006 -0.002 0.3146
H 4.2297 4.2521 1.8526 -0.004 -0.006 0.007 0.2126
H 3.9027 2.8760 2.9151 -0.006 -0.005 0.034 0.2777
H 1.5333 3.3786 2.9825 0.020 -0.083 -0.071 0.1291
H 1.9085 3.9128 1.3277 -0.025 0.058 -0.010 -0.1079
H 3.3638 6.7312 2.8697 0.020 0.004 0.028 0.2716
H 2.4331 6.5052 4.3608 -0.059 -0.006 -0.019 0.3266
C -2.0677 -3.4518 -3.7410 0.063 0.087 -0.001 -0.6893
C -1.2701 -3.6010 -2.4478 -0.016 -0.087 -0.005 -0.5990
C -1.6055 -2.3036 -1.7286 -0.047 0.075 -0.066 0.9669
O -2.9234 -1.9421 -2.1351 0.064 0.038 0.036 -0.4314
C -3.3266 -2.7528 -3.2496 -0.039 -0.110 -0.003 -0.3432
H -2.2790 -4.3965 -4.2381 -0.011 -0.009 0.012 0.3920
H -1.5286 -2.8103 -4.4428 -0.008 -0.012 -0.009 0.2513
H -1.6400 -4.4540 -1.8751 0.005 0.009 0.009 0.3287
H -0.2001 -3.7321 -2.5999 0.001 0.021 0.014 0.2907
H -0.9169 -1.4992 -2.0228 0.078 -0.054 0.015 -0.4750
H -1.5759 -2.4005 -0.6411 0.005 0.040 0.009 -0.2613
H -4.0735 -3.4723 -2.9039 -0.011 -0.016 -0.058 0.2393
H -3.7873 -2.1201 -4.0070 -0.044 0.032 0.047 0.2738
C -8.8314 -1.8653 -2.8970 -0.019 -0.078 0.047 -0.5479
C -7.7539 -1.1391 -2.0966 -0.017 0.081 -0.077 -0.5932
C -6.5087 -1.9287 -2.4725 -0.010 -0.084 0.052 -0.1667
O -6.7155 -2.4034 -3.8051 -0.011 0.043 0.028 -0.3689
C -8.0841 -2.2106 -4.1778 0.028 0.074 -0.037 -0.4891
H -9.7227 -1.2670 -3.0782 0.006 0.014 -0.007 0.3437
H -9.1330 -2.7779 -2.3784 -0.004 0.004 -0.009 0.2599
H -7.6639 -0.1060 -2.4404 0.004 -0.003 0.008 0.2884
H -7.9367 -1.1256 -1.0232 -0.006 -0.024 0.004 0.3679
H -6.3754 -2.7932 -1.8120 0.014 0.036 0.051 0.2244
H -5.5987 -1.3293 -2.4413 0.026 -0.016 -0.012 0.1388
H -8.1367 -1.3906 -4.9018 -0.046 -0.005 0.001 0.2692
H -8.4542 -3.1176 -4.6558 0.046 -0.019 -0.009 0.2644
C -3.1327 -2.7288 8.2204 -0.057 0.052 0.060 -0.5891
C -3.8664 -4.0255 7.8930 0.075 -0.062 -0.041 -0.5171
C -4.7532 -3.5938 6.7342 -0.079 0.065 0.019 -0.4541
O -4.0394 -2.5618 6.0431 0.057 -0.006 0.032 -0.3748
C -2.9284 -2.1335 6.8351 0.027 -0.054 -0.078 -0.3189
H -2.1972 -2.8768 8.7573 0.007 -0.014 -0.008 0.3312
H -3.7709 -2.0770 8.8205 0.010 0.004 -0.005 0.2718
H -3.1554 -4.7860 7.5622 -0.012 -0.002 0.003 0.2641
H -4.4340 -4.4316 8.7282 -0.010 0.016 0.008 0.3410
H -5.7020 -3.1812 7.0915 -0.007 -0.037 0.018 0.2637
H -4.9693 -4.4045 6.0381 0.007 0.029 -0.043 0.2669
H -2.0059 -2.5084 6.3754 0.029 0.019 0.041 0.1990
H -2.8938 -1.0431 6.8410 -0.025 0.007 -0.036 0.3142
```
Forces are in eV/Å.

As for the net charge: +1. The total energy is -51666.67677 eV. The calculation puts the HOMO-LUMO gap at 0.30150 hartree.

---

No. 4
A structure of composition C5H16N2O2 at a distorted geometry, computed with the ωB97M-V functional and the def2-TZVPD basis.

```
25
Properties=species:S:1:pos:R:3:forces:R:3:nbo_charge:R:1
C 2.4781 0.9838 -0.0763 -0.068 -0.104 0.103 -0.2372
C 1.9344 0.8810 1.3483 0.050 -0.070 -0.159 -0.6406
N 1.7554 0.2128 -1.0851 0.015 -0.288 0.018 -0.3459
O 1.7572 -1.1924 -0.7010 0.061 0.402 -0.018 -0.6364
H 2.3391 -1.5915 -1.3571 -0.069 0.084 0.017 0.4711
H 0.7705 0.4709 -1.0331 0.045 -0.078 0.036 0.3694
H 2.4261 2.0188 -0.4268 0.015 -0.038 0.004 0.2017
H 3.5273 0.6777 -0.1128 -0.037 0.042 -0.006 0.1832
H 1.9995 -0.1472 1.7060 -0.003 0.013 0.012 0.2076
H 2.5130 1.5134 2.0245 -0.023 -0.003 -0.011 0.2072
H 0.8902 1.1956 1.3726 0.013 0.015 0.015 0.2216
C -2.2013 1.7575 -0.2185 1.846 1.576 -0.679 -0.1354
C -1.0339 -1.4193 1.1011 -0.644 -0.153 0.211 -0.4637
C -1.5671 -1.3830 -1.2399 -0.498 -0.110 0.097 -0.4637
N -1.5353 -0.6428 -0.0031 -0.251 0.894 -0.192 -0.3514
O -0.9580 1.4870 -0.4123 -1.521 0.839 0.167 -0.4923
H -2.7980 2.0591 -1.0943 -0.150 -0.539 -0.017 0.1564
H -2.4878 0.3992 0.0629 1.275 -2.201 0.191 0.3258
H -2.4680 2.3276 0.6857 -0.068 -0.492 0.228 0.1580
H 0.0130 -1.6705 0.8956 -0.078 0.118 -0.107 0.2497
H -1.5770 -2.3673 1.2328 0.025 0.034 0.077 0.1806
H -1.0876 -0.8342 2.0186 0.032 -0.035 0.012 0.2076
H -1.9634 -0.7489 -2.0332 0.042 -0.018 -0.027 0.2074
H -0.5481 -1.6933 -1.4939 -0.019 0.088 0.105 0.2375
H -2.1782 -2.2942 -1.1606 0.010 0.025 -0.078 0.1820
```
Forces are in eV/Å.

As for the energy above the lowest of the compared OMol25 structures with the same formula, charge and spin: 684.66 kJ/mol. The total energy is -12513.31264 eV. The calculation puts the HOMO-LUMO gap (alpha / beta) at 0.27951 / 0.30563 hartree.